31
Properties=species:S:1:pos:R:3:forces:R:3 method="wB97M-V/def2-TZVPD" total_charge=+1 max_force_ev_per_a=2.9 s_squared=6.01 e_above_lowest_kj_mol=2.25 spin_multiplicity=5
H -0.680701 4.203455 -18.217819 0.409 -0.050 -0.082
H -4.077144 0.552408 -17.186031 -0.487 0.112 0.179
H 1.735756 2.328181 -19.481789 0.182 0.115 -0.623
O 0.546411 -1.848055 -18.166785 0.322 -0.460 0.411
H 0.984324 -2.229605 -17.398197 0.028 -0.164 -0.088
C -3.435816 -0.372837 -18.853861 -0.562 0.840 -0.297
H -5.363665 0.055631 -18.310541 -0.185 0.300 0.482
N -3.891809 -0.890738 -20.024157 0.340 -0.030 0.533
C 1.612158 1.276075 -19.789007 -0.252 -0.110 1.261
N -4.403748 0.210497 -18.067734 0.974 -0.803 -0.684
O 1.714166 0.224761 -16.454417 0.254 -0.418 0.331
H 0.318941 -2.602762 -18.720929 -0.156 0.207 -0.225
H -1.921072 -0.423267 -15.627138 -0.044 -0.012 -0.113
H -4.865656 -1.092183 -20.147366 0.022 -0.011 -0.285
O -0.510710 2.123504 -16.894039 0.240 -0.228 0.549
N -0.783541 3.522921 -15.112136 0.636 0.734 -0.317
H 2.450993 -0.339107 -16.721981 0.110 0.224 -0.170
H 2.446818 0.766834 -19.263244 -0.075 -0.179 -0.175
C -0.506283 3.257459 -16.425545 -1.935 0.065 -0.154
H -0.840265 4.497556 -14.867493 -0.107 -0.136 0.274
H 1.719764 0.196484 -15.490744 0.073 0.186 0.005
O -2.241979 -0.316538 -18.570529 -0.135 -0.272 0.235
O -1.075718 -0.761597 -15.943478 -0.426 -0.178 0.777
H -3.207460 -1.183360 -20.697887 -0.087 -0.147 -0.034
O 0.352727 0.838275 -19.379849 -0.420 -0.739 0.888
Cr -0.265645 0.140274 -17.639715 0.547 1.232 -2.588
H -0.690087 -1.225249 -15.193162 0.114 -0.029 -0.077
H -0.756656 2.860262 -14.362791 0.246 -0.291 -0.198
H -0.142941 5.211703 -16.904186 -0.152 0.161 -0.269
H 1.755399 1.103504 -20.857853 0.044 0.336 -0.067
N -0.570032 4.362554 -17.231576 0.484 -0.252 0.522

28
Properties=species:S:1:pos:R:3:forces:R:3 method="wB97M-V/def2-TZVPD" total_charge=+1 max_force_ev_per_a=4.6 e_above_lowest_kj_mol=20.29
H -0.403117 -2.786183 1.292464 -1.344 -0.418 -0.712
Hf 0.218740 -0.185238 0.343734 -0.499 0.304 -4.560
H 2.906820 -0.796574 0.004128 2.190 1.128 0.683
H 0.989733 0.690364 -3.469272 1.093 1.063 -0.601
O -0.410225 0.007671 2.447719 -0.794 0.045 3.251
H -3.393489 -0.487351 -0.986829 -0.635 1.121 0.019
H 2.588876 2.543913 -0.259153 0.064 -0.217 -0.793
H 0.406065 -0.833705 -2.987730 -0.292 -1.860 -1.620
H 2.397237 -1.970191 -0.920614 -0.050 0.717 0.541
H -3.424829 -1.886687 0.136518 -0.249 0.216 0.188
H -2.594864 -1.897459 -1.358831 0.327 -1.712 -2.097
O 2.164135 -1.207066 -0.354321 -1.577 -2.200 -1.158
O -1.565443 -0.909252 0.009512 -2.538 -0.974 -0.074
H 0.142296 -0.227417 3.213155 0.556 0.441 -0.456
H -0.795367 0.552452 -3.292816 1.185 -0.735 0.001
H 2.558993 2.756941 1.398462 1.668 0.737 2.420
H 0.692834 -2.316504 2.153547 0.224 0.245 -1.094
O 0.298392 0.335143 -1.545183 0.333 0.761 0.466
H -1.925441 1.678705 -0.025453 1.361 -0.284 0.452
O 1.618089 1.037366 0.838079 1.341 1.441 0.850
H 1.111540 2.992846 0.600876 -0.386 0.480 -0.410
O -1.016946 1.613545 0.371699 -1.787 1.041 -0.371
C 0.225887 0.194354 -2.949644 -2.214 0.444 2.007
O 0.308547 -2.165384 1.254935 1.661 -1.604 2.428
C -2.850551 -1.295442 -0.569785 2.115 0.511 2.152
C 2.003267 2.391543 0.626127 -1.543 -1.385 -0.946
H -1.270310 -0.029430 2.907163 -0.178 0.101 -0.992
H -0.980868 2.199039 1.121512 -0.029 0.592 0.427

26
Properties=species:S:1:pos:R:3:forces:R:3 method="wB97M-V/def2-TZVPD" total_charge=+1 max_force_ev_per_a=5.3 e_above_lowest_kj_mol=282.73
C -0.750285 -1.786550 -1.005075 0.767 0.302 -0.401
O -6.496058 2.576515 -1.763841 -0.570 -1.396 0.544
O 2.974764 -0.018477 1.748508 -0.135 0.566 -0.146
H -6.094321 3.303329 -2.165896 1.017 2.662 -0.289
H -6.440089 2.025876 -2.537032 -0.442 -1.268 -0.262
H 3.479146 2.877051 2.710097 2.134 -1.908 -0.524
O -0.678267 -0.384544 1.698467 -1.372 -2.171 0.300
H 3.239438 -0.784935 2.258886 0.210 -0.010 0.258
H 4.830920 2.653448 3.287102 1.290 0.133 0.932
H 2.468139 -0.427501 -0.728182 0.468 -0.196 -0.754
H -1.966555 -0.488255 -2.295156 -0.188 -0.090 2.087
H 1.136549 0.344040 -0.214304 0.178 -2.146 -0.614
H 1.342411 -2.086262 -2.099979 -1.392 1.237 1.025
C -1.861439 -0.696091 -1.149190 -1.176 -3.577 -3.684
H -0.576565 -1.757754 0.049407 0.065 -0.940 0.763
H -1.047444 -2.822070 -1.362213 0.517 1.445 0.309
H 1.515721 -1.365890 0.341287 -0.281 3.200 -3.030
N 1.482802 -0.607508 -0.594134 -0.614 -0.857 4.980
C 0.663253 -1.277026 -1.613386 -1.135 -2.116 -1.672
H -0.054076 0.241688 1.965398 1.515 1.660 0.936
O 4.296515 2.234984 2.635244 -3.528 1.924 -0.414
H 3.452190 0.758242 2.138223 -0.071 -0.719 -0.186
H 0.326077 -0.616312 -2.404921 0.735 0.509 -0.101
H -0.811540 -0.958809 2.489462 0.034 0.678 -0.850
H -1.577536 0.140392 -0.646993 0.636 2.537 1.375
H -2.853758 -1.077577 -0.741786 1.337 0.540 -0.580

29
Properties=species:S:1:pos:R:3:forces:R:3 method="wB97M-V/def2-TZVPD" max_force_ev_per_a=1.8 smiles="CCC(=O)O.O.O.O.O.O.O" e_above_lowest_kj_mol=0.00
H -2.153870 -2.234401 1.652129 -0.050 -0.156 0.104
C 0.952701 1.551084 1.762521 0.494 -0.793 0.181
O -2.474422 -2.887697 1.018568 0.224 0.416 -0.168
H -0.001568 2.706316 2.988350 0.028 -0.577 0.192
H 0.662492 3.498811 -0.405815 0.969 -0.021 -0.231
H -3.498515 1.717846 -0.874857 -0.121 -0.153 0.066
H -1.292629 0.386837 -0.377540 -0.029 0.119 -0.156
H -0.083670 -0.259856 -1.115438 -0.121 0.117 -0.019
H 0.945275 2.227342 -1.666697 -0.216 0.138 -0.134
H -0.451185 2.355545 -0.486045 0.001 -0.831 -0.548
O 0.385975 -1.112210 -3.503433 -0.113 0.219 0.001
O 0.027254 2.472192 2.053209 -0.101 0.860 -0.467
C 0.628314 2.431273 -0.650136 -0.918 0.603 1.024
H 0.888558 -3.219407 -1.587254 -0.069 -0.370 0.522
C 1.399609 1.571276 0.340733 1.224 0.104 -1.265
H -2.166836 -2.505594 0.183619 -0.036 -0.130 -0.005
H 2.467101 1.823972 0.259148 -0.087 0.832 0.811
O -3.042496 1.461270 -0.067384 0.366 0.077 0.054
H -3.543600 0.746916 0.337007 -0.180 0.011 -0.136
H 0.234252 -1.367954 -2.582971 0.128 -0.327 -0.065
H 1.603359 0.562631 -0.024950 -1.014 -0.295 0.247
O 1.948005 -2.232546 1.464086 0.093 -0.429 -0.416
O 1.385121 0.761809 2.566524 -0.095 0.212 0.155
H 0.480224 -2.751469 -0.104448 0.266 -0.429 -0.004
O 0.747921 -2.483752 -0.986868 0.007 0.618 -0.999
H 1.318371 -0.883060 -3.553029 0.019 -0.052 0.036
O -0.676737 -0.357393 -0.368311 -0.547 -0.251 0.473
H 1.783628 -2.611432 2.329425 -0.129 0.407 0.202
H 1.527367 -1.368349 1.399856 0.005 0.078 0.544